[1]
Computed, not measured: a structure of composition C4H3AuO2 at a distorted geometry, with the ωB97M-V functional and the def2-TZVPD basis.

## Properties
charge: +1
2S+1: 4

```
10
Properties=species:S:1:pos:R:3:forces:R:3
O -2.416792 0.641903 0.592275 -1.4924 -3.3387 5.8429
C -1.471487 -0.306054 0.569606 0.7289 1.1778 -2.2817
C -0.126979 0.051188 0.523553 0.5018 0.1872 -1.8950
C 0.631472 -0.444185 -0.578480 -0.5026 0.6742 2.7761
C 2.042386 -0.315715 -0.627327 4.2381 0.3471 -0.4923
O 2.783214 0.309018 0.174317 -2.8118 -1.2865 -1.3312
H 0.145105 1.037986 0.942376 0.0835 -0.4827 0.1034
H 2.538552 -0.808197 -1.495566 -0.2760 0.2508 0.3589
Au -1.449142 -0.179236 -1.596228 0.7665 -0.6547 -1.0890
H -2.676330 0.013295 1.495471 -1.2359 3.1255 -1.9922
```
Positions in Å, forces in eV/Å.



[2]
Computed, not measured: a cluster of 2 separate species, C4H3BF6 in total at a distorted geometry, with the ωB97M-V functional and the def2-TZVPD basis.

## Properties
charge: 0

```
14
Properties=species:S:1:pos:R:3:forces:R:3
B 1.848547 -0.975133 2.012417 0.5767 -0.5729 -1.5357
C 0.263580 -0.597984 -1.208248 -3.3947 1.9244 -1.0095
C 0.591561 0.303441 -0.335925 0.6372 -1.6842 1.1016
C 3.024395 -1.977395 1.498953 1.4013 -0.0329 0.9500
C 1.319581 -1.136947 3.473117 -2.4748 1.3552 3.6638
F 4.270743 -1.917173 2.132889 -1.6671 0.0554 0.4310
F 2.569194 -3.248696 1.601516 -0.1441 0.1163 0.3888
F 3.365207 -1.806737 0.255846 -0.1658 0.3969 -2.0318
F 0.302217 -1.964398 3.745327 -1.0957 -0.5759 -1.9595
F 0.788340 0.121488 3.876659 1.0510 -0.8757 -0.7028
F 2.125536 -1.513780 4.464947 2.0887 0.6846 -0.2973
H -0.655574 -0.404065 -1.919445 1.7825 0.4590 0.8989
H 0.334273 -1.633746 -1.236136 1.3620 -1.7122 0.3539
H 0.358529 1.252070 0.085974 0.0430 0.4620 -0.2515
```
Positions in Å, forces in eV/Å.



[3]
Computed, not measured: an isolated molecule of C4H3Br at a distorted geometry, with the ωB97M-V functional and the def2-TZVPD basis.

## Properties
charge: 0
SMILES: C=CC#CBr

```
8
Properties=species:S:1:pos:R:3:forces:R:3
C -0.047433 0.214019 -0.345268 0.1700 2.9640 0.9620
C 0.000435 -0.027185 0.965987 0.3111 -1.7619 -0.8556
C -0.322615 1.057385 1.817782 0.0576 0.5017 1.6290
C -0.602478 1.940297 2.594630 0.2169 0.1051 0.2616
Br -0.844109 3.247443 3.864066 0.0478 -0.7411 -0.8374
H 0.071629 -0.412720 -1.126317 0.6049 -2.8620 -1.8604
H -0.091039 1.232842 -0.792814 -0.5225 -0.4619 1.0524
H 0.287510 -1.098548 1.332220 -0.8859 2.2562 -0.3515
```
Positions in Å, forces in eV/Å.



[4]
Computed, not measured: a structure of composition C4H3Br4O2P at a distorted geometry, with the ωB97M-V functional and the def2-TZVPD basis.

## Properties
charge: 0

```
14
Properties=species:S:1:pos:R:3:forces:R:3
C 0.070880 0.657508 1.703275 1.5020 0.0379 2.7319
C -0.887684 0.852623 0.635083 -5.0245 -1.2171 -3.1388
C 1.247500 1.618457 1.613508 -0.2109 -0.1465 -0.7795
C -0.724625 -1.874010 -2.176558 -2.9644 4.3793 1.1016
O -0.017614 -0.174027 2.573014 -0.2581 0.5022 -0.8373
O -1.967937 1.401538 0.574679 2.6261 -1.1181 0.5314
P -0.013289 -0.658868 -0.752766 0.6315 -1.0274 1.3257
Br 2.840436 0.624735 1.234965 0.2750 0.0206 0.4939
Br 0.824104 2.703801 0.082077 0.5619 1.1262 -0.3264
Br 0.464050 -3.040849 -2.769338 2.1739 -2.0073 -0.6073
Br -1.292283 -0.576477 -3.659785 0.3974 -0.3086 0.5951
H 1.293680 2.276634 2.473449 0.3536 -0.2286 0.1581
H -1.706941 -2.262607 -2.004295 -0.1264 -0.6217 0.4394
H -0.130280 -1.548458 0.472693 0.0630 0.6091 -1.6879
```
Positions in Å, forces in eV/Å.



[5]
Computed, not measured: the ion C4H3BrN with charge +1 at a distorted geometry, with the ωB97M-V functional and the def2-TZVPD basis.

## Properties
charge: +1
SMILES: BrC1=CC=[N+]=C1

```
9
Properties=species:S:1:pos:R:3:forces:R:3
Br -2.713757 -0.168998 0.027284 1.1418 0.0911 -0.1880
C -0.887391 -0.004696 -0.041295 -0.4717 -0.4992 0.6352
C 0.061651 -1.030282 0.187843 -0.9942 -2.0648 -1.4424
C 1.298352 -0.414170 -0.028943 -1.8867 0.8842 -1.0421
N 1.069931 1.020312 0.133354 1.9287 -0.0652 -0.2014
C -0.128864 1.336515 -0.053546 0.1682 -2.6430 0.6321
H -0.306330 -2.130035 0.034409 1.3146 2.1441 0.6405
H 2.222653 -0.811677 -0.532850 -0.8711 0.5236 1.1167
H -0.616245 2.203028 0.273745 -0.3296 1.6291 -0.1506
```
Positions in Å, forces in eV/Å.



[6]
Computed, not measured: an isolated molecule of C4H3BrN2 at a distorted geometry, with the ωB97M-V functional and the def2-TZVPD basis.

## Properties
charge: 0
SMILES: Brc1ncccn1

```
10
Properties=species:S:1:pos:R:3:forces:R:3
Br -1.668950 -2.508428 1.400985 -0.2032 -0.4187 0.1869
C -0.721505 -1.124195 0.607142 0.7701 1.7815 -1.6779
N -1.330386 -0.426754 -0.356353 -0.7897 -0.0685 0.2814
C -0.675871 0.599466 -0.903615 0.0605 -1.1311 0.4385
C 0.630117 0.870227 -0.551255 0.2879 0.7379 0.2961
C 1.181684 0.157129 0.498941 -1.0797 -0.4879 -0.6528
N 0.497334 -0.866007 1.018096 0.8087 -0.2743 1.3766
H -1.217827 1.191275 -1.627541 0.0015 -0.0404 -0.1436
H 1.159192 1.687121 -1.005775 0.1513 0.2097 -0.0985
H 2.146212 0.420167 0.919375 -0.0073 -0.3082 -0.0065
```
Positions in Å, forces in eV/Å.



Let's list electronic energy in order: -11966.221 -21171.614 -74235.735 -297746.199 -75717.733 -77218.910 eV.
Let's list energy above the lowest of the compared OMol25 structures with the same formula, charge and spin in order: 0.0 534.4 24.7 68.2 23.5 0.0 kJ/mol.